Below is a cluster of 13 separate species, C34H97N3O13 in total at a distorted geometry, with properties calculated with ωB97M-V with the def2-TZVPD basis set.

Last columns: bonded neighbours and bond lengths (Å).
Element x y z (Å)
1 C 1.7404 -0.9236 -8.0688  C2 1.514, H5 1.090, H6 1.090, H7 1.090
2 C 0.2711 -1.1221 -8.3735  C1 1.514, C3 1.466, O4 1.407, H8 1.090
3 C -0.0766 -1.4018 -9.7701  C2 1.466, H9 1.090, H10 1.090, H11 1.090
4 O -0.2069 -2.1912 -7.5926  C2 1.407, H12 0.960
5 H 1.9863 -0.6090 -7.0546  C1 1.090
6 H 2.1232 -0.1054 -8.6788  C1 1.090
7 H 2.3471 -1.7796 -8.3642  C1 1.090
8 H -0.3190 -0.2511 -8.0886  C2 1.090
9 H 0.6927 -2.0367 -10.2095  C3 1.090
10 H -0.0140 -0.5021 -10.3822  C3 1.090
11 H -1.0501 -1.8724 -9.9078  C3 1.090
12 H 0.1867 -2.1050 -6.7213  O4 0.960
13 C -3.9499 0.2060 8.0793  C14 1.523, H17 1.090, H18 1.090, H19 1.090
14 C -4.4932 1.4542 7.3963  C13 1.523, C15 1.516, O16 1.405, H20 1.090
15 C -5.1707 1.2563 6.0542  C14 1.516, H21 1.090, H22 1.090, H23 1.090
16 O -5.3757 2.1145 8.2682  C14 1.405, H24 0.960
17 H -3.3172 -0.3862 7.4182  C13 1.090
18 H -4.7069 -0.4700 8.4770  C13 1.090
19 H -3.2470 0.5039 8.8573  C13 1.090
20 H -3.6788 2.1673 7.2683  C14 1.090
21 H -4.4821 0.8303 5.3246  C15 1.090
22 H -5.4082 2.2588 5.6983  C15 1.090
23 H -6.0084 0.5658 6.1527  C15 1.090
24 H -6.0594 1.5063 8.5582  O16 0.960
25 C 3.5036 -5.8924 11.1766  C26 1.539, H29 1.090, H30 1.090, H31 1.090
26 C 4.1827 -5.4765 9.8601  C25 1.539, C27 1.566, O28 1.445, H32 1.090
27 C 4.0155 -3.9568 9.5207  C26 1.566, H33 1.090, H34 1.090, H35 1.090
28 O 5.5540 -5.9083 10.0045  C26 1.445, H36 0.960
29 H 3.9586 -5.3613 12.0127  C25 1.090
30 H 3.5741 -6.9725 11.3056  C25 1.090
31 H 2.4280 -5.7162 11.1646  C25 1.090
32 H 3.7714 -6.0132 9.0051  C26 1.090
33 H 4.1887 -3.8294 8.4521  C27 1.090
34 H 4.7435 -3.3446 10.0530  C27 1.090
35 H 3.0016 -3.5737 9.6363  C27 1.090
36 H 5.9568 -5.4227 10.7281  O28 0.960
37 C 8.3579 -2.6329 -3.4563  C38 1.543, H41 1.090, H42 1.090, H43 1.090
38 C 8.6233 -1.8154 -2.1754  C37 1.543, C39 1.532, O40 1.388, H44 1.090
39 C 9.7769 -0.8228 -2.3519  C38 1.532, H45 1.090, H46 1.090, H47 1.090
40 O 7.4681 -1.0884 -1.9228  C38 1.388, H48 0.960
41 H 7.5297 -3.3159 -3.2669  C37 1.090
42 H 9.1489 -3.2805 -3.8344  C37 1.090
43 H 8.0888 -2.0629 -4.3455  C37 1.090
44 H 8.8334 -2.4583 -1.3207  C38 1.090
45 H 10.5971 -1.4213 -2.7481  C39 1.090
46 H 9.9449 -0.2328 -1.4509  C39 1.090
47 H 9.4919 -0.1325 -3.1459  C39 1.090
48 H 7.5766 -0.5011 -1.1712  O40 0.960
49 C 3.4343 6.9068 -4.6503  C50 1.538, H53 1.090, H54 1.090, H55 1.090
50 C 4.3877 8.0763 -4.9480  C49 1.538, C51 1.530, O52 1.408, H56 1.090
51 C 3.9173 9.0537 -6.0268  C50 1.530, H57 1.090, H58 1.090, H59 1.090
52 O 4.5533 8.7479 -3.7220  C50 1.408, H60 0.960
53 H 2.4420 7.2855 -4.4051  C49 1.090
54 H 3.7917 6.3270 -3.7993  C49 1.090
55 H 3.3827 6.1448 -5.4281  C49 1.090
56 H 5.3790 7.6819 -5.1714  C50 1.090
57 H 4.5655 9.9229 -6.1386  C51 1.090
58 H 2.9101 9.3716 -5.7573  C51 1.090
59 H 3.8903 8.6029 -7.0189  C51 1.090
60 H 3.7428 9.2340 -3.5535  O52 0.960
61 C -5.6680 -6.0927 5.3260  C62 1.545, H65 1.090, H66 1.090, H67 1.090
62 C -5.9595 -7.3463 6.1814  C61 1.545, C63 1.523, O64 1.459, H68 1.090
63 C -6.4773 -6.9106 7.5459  C62 1.523, H69 1.090, H70 1.090, H71 1.090
64 O -7.0928 -7.9089 5.4542  C62 1.459, H72 0.960
65 H -6.4424 -5.3266 5.3638  C61 1.090
66 H -5.4334 -6.4181 4.3125  C61 1.090
67 H -4.8143 -5.6006 5.7919  C61 1.090
68 H -5.0568 -7.9571 6.1714  C62 1.090
69 H -6.8044 -7.8300 8.0314  C63 1.090
70 H -7.4151 -6.3719 7.4100  C63 1.090
71 H -5.7476 -6.3646 8.1439  C63 1.090
72 H -7.1446 -8.8032 5.7995  O64 0.960
73 C -5.2086 5.5037 -6.9587  C74 1.517, H79 1.090, H80 1.090, H81 1.090
74 C -5.2849 5.0294 -8.3978  C73 1.517, C75 1.542, N78 1.434, H82 1.090
75 C -4.2679 5.7246 -9.3256  C74 1.542, O76 1.417, H83 1.090, H84 1.090
76 O -2.9357 5.4949 -8.9009  C75 1.417, C77 1.393
77 C -1.9976 5.8605 -9.8642  O76 1.393, H85 1.090, H86 1.090, H87 1.090
78 N -5.0320 3.6188 -8.3557  C74 1.434, H88 1.010, H89 1.010
79 H -4.2061 5.4681 -6.5324  C73 1.090
80 H -5.8747 4.9933 -6.2631  C73 1.090
81 H -5.4747 6.5607 -6.9707  C73 1.090
82 H -6.2614 5.2648 -8.8211  C74 1.090
83 H -4.4806 6.7881 -9.2174  C75 1.090
84 H -4.3993 5.3682 -10.3473  C75 1.090
85 H -2.1785 5.3179 -10.7921  C77 1.090
86 H -0.9819 5.6659 -9.5200  C77 1.090
87 H -1.9433 6.9261 -10.0870  C77 1.090
88 H -4.0301 3.5178 -8.4347  N78 1.010
89 H -5.2493 3.2197 -9.2577  N78 1.010
90 C 0.0495 -9.2653 0.8476  C91 1.495, H96 1.090, H97 1.090, H98 1.090
91 C 1.2715 -10.0829 0.5753  C90 1.495, C92 1.505, N95 1.440, H99 1.090
92 C 2.4648 -9.7570 1.4324  C91 1.505, O93 1.457, H100 1.090, H101 1.090
93 O 2.9647 -8.4450 1.0425  C92 1.457, C94 1.419
94 C 4.1474 -8.0862 1.7388  O93 1.419, H102 1.090, H103 1.090, H104 1.090
95 N 0.9389 -11.4605 0.8291  C91 1.440, H105 1.010, H106 1.010
96 H -0.4970 -9.6278 1.7182  C90 1.090
97 H -0.6647 -9.1702 0.0296  C90 1.090
98 H 0.3265 -8.2552 1.1496  C90 1.090
99 H 1.6230 -10.0288 -0.4550  C91 1.090
100 H 3.2829 -10.4752 1.3772  C92 1.090
101 H 2.1652 -9.6844 2.4779  C92 1.090
102 H 3.9283 -7.9874 2.8019  C94 1.090
103 H 4.4385 -7.1091 1.3534  C94 1.090
104 H 4.8660 -8.8425 1.4229  C94 1.090
105 H 1.7328 -12.0302 0.5737  N95 1.010
106 H 0.2685 -11.6281 0.0926  N95 1.010
107 C 0.8373 -0.9796 1.4252  C108 1.564, H113 1.090, H114 1.090, H115 1.090
108 C 0.2944 -0.7642 -0.0257  C107 1.564, C109 1.589, N112 1.439, H116 1.090
109 C 0.1644 0.7628 -0.4467  C108 1.589, O110 1.425, H117 1.090, H118 1.090
110 O -0.6736 1.4602 0.4713  C109 1.425, C111 1.382
111 C -0.6398 2.8281 0.2797  O110 1.382, H119 1.090, H120 1.090, H121 1.090
112 N 1.0636 -1.5700 -0.9364  C108 1.439, H122 1.010, H123 1.010
113 H 1.9247 -0.9235 1.4765  C107 1.090
114 H 0.5036 -1.9451 1.8055  C107 1.090
115 H 0.3093 -0.2246 2.0076  C107 1.090
116 H -0.7191 -1.1607 0.0347  C108 1.090
117 H -0.0616 0.9272 -1.5002  C109 1.090
118 H 1.1921 1.1162 -0.3626  C109 1.090
119 H -0.7841 3.0706 -0.7731  C111 1.090
120 H 0.3113 3.2855 0.5525  C111 1.090
121 H -1.4010 3.3460 0.8631  C111 1.090
122 H 1.3302 -2.3632 -0.3709  N112 1.010
123 H 1.9541 -1.1010 -1.0209  N112 1.010
124 C -2.6460 8.0394 7.0936  O125 1.447, H126 1.090, H127 1.090, H128 1.090
125 O -4.0264 7.7896 6.7401  C124 1.447, H129 0.960
126 H -2.3615 7.4812 7.9855  C124 1.090
127 H -2.0290 7.6908 6.2653  C124 1.090
128 H -2.3781 9.0816 7.2668  C124 1.090
129 H -4.3435 6.8862 6.8108  O125 0.960
130 C -5.9220 -0.1855 -2.7509  O131 1.400, H132 1.090, H133 1.090, H134 1.090
131 O -6.8927 -0.1044 -3.7564  C130 1.400, H135 0.960
132 H -5.5399 0.8104 -2.5266  C130 1.090
133 H -6.2256 -0.6541 -1.8148  C130 1.090
134 H -5.0694 -0.7523 -3.1249  C130 1.090
135 H -6.6079 0.4322 -4.4998  O131 0.960
136 C 6.6255 4.6447 2.2304  O137 1.402, H138 1.090, H139 1.090, H140 1.090
137 O 7.1140 3.3874 2.6128  C136 1.402, H141 0.960
138 H 7.2735 5.3220 2.7865  C136 1.090
139 H 6.7767 4.7457 1.1556  C136 1.090
140 H 5.5721 4.8061 2.4593  C136 1.090
141 H 7.2050 3.4143 3.5681  O137 0.960
142 C -5.4196 10.2254 -0.5991  O143 1.385, H144 1.090, H145 1.090, H146 1.090
143 O -6.0604 11.2535 -1.2707  C142 1.385, H147 0.960
144 H -5.2106 9.3903 -1.2677  C142 1.090
145 H -4.4671 10.5353 -0.1691  C142 1.090
146 H -6.0000 9.8698 0.2523  C142 1.090
147 H -6.9128 11.4396 -0.8702  O143 0.960

Results
- 2S+1: 1
- Lowest unoccupied orbital energy: 0.339 eV
- ΔE to the lowest compared entry with this formula, charge and spin: 0.00 kcal per mole
- Total energy: -2495.7066 Eh


Below is the molecule C23H23N5O4S2 at a distorted geometry, with properties calculated with ωB97M-V with the def2-TZVPD basis set.

Last columns: bonded neighbours and bond lengths (Å).
Element x y z (Å)
1 C 1.0338 -0.5936 3.8396  C2 1.493, H55 1.089, H56 1.090, H57 1.087
2 C 0.7424 -1.3516 2.5871  C1 1.493, C3 1.356, C14 1.443
3 C 1.7453 -1.9287 1.8793  C2 1.356, C4 1.410, H54 1.077
4 C 1.4615 -2.5815 0.6619  C3 1.410, N5 1.317, N8 1.384
5 N 2.2942 -3.1046 -0.2135  C4 1.317, N6 1.330
6 N 1.5766 -3.5395 -1.2448  N5 1.330, C7 1.310
7 C 0.3104 -3.2888 -1.0199  N6 1.310, N8 1.374, S19 1.750
8 N 0.1607 -2.6708 0.1982  C4 1.384, C7 1.374, C9 1.383
9 C -0.9048 -2.1519 0.9120  N8 1.383, C10 1.393, C14 1.414
10 C -2.2199 -2.2890 0.4723  C9 1.393, C11 1.376, H18 1.078
11 C -3.2486 -1.7266 1.1929  C10 1.376, C12 1.390, H17 1.079
12 C -2.9824 -1.0295 2.3653  C11 1.390, C13 1.374, H16 1.079
13 C -1.6913 -0.9057 2.8180  C12 1.374, C14 1.402, H15 1.077
14 C -0.6160 -1.4633 2.1126  C2 1.443, C9 1.414, C13 1.402
15 H -1.4972 -0.3572 3.7239  C13 1.077
16 H -3.7918 -0.5821 2.9204  C12 1.079
17 H -4.2628 -1.8287 0.8396  C11 1.079
18 H -2.4296 -2.8333 -0.4338  C10 1.078
19 S -0.9150 -3.5936 -2.2310  C7 1.750, C20 1.842
20 C -0.1170 -2.7426 -3.6569  S19 1.842, H21 1.087, C22 1.513, H53 1.087
21 H -0.8402 -2.8140 -4.4659  C20 1.087
22 C 0.0541 -1.3145 -3.1888  C20 1.513, O23 1.207, N24 1.373
23 O -0.8275 -0.4917 -3.2507  C22 1.207
24 N 1.2759 -1.0855 -2.6058  C22 1.373, C25 1.394, H52 1.014
25 C 1.5254 -0.2132 -1.5470  N24 1.394, C26 1.396, C30 1.393
26 C 2.8355 -0.0834 -1.0834  C25 1.396, C27 1.382, H51 1.079
27 C 3.1125 0.6723 0.0399  C26 1.382, C28 1.387, H50 1.079
28 C 2.0872 1.3000 0.7312  C27 1.387, C29 1.381, H49 1.078
29 C 0.7955 1.1644 0.2626  C28 1.381, C30 1.377, S32 1.789
30 C 0.4971 0.4397 -0.8702  C25 1.393, C29 1.377, H31 1.078
31 H -0.5308 0.3563 -1.1830  C30 1.078
32 S -0.5544 1.9690 1.1167  C29 1.789, O33 1.437, O34 1.431, N35 1.664
33 O -0.2000 2.1177 2.5010  S32 1.437
34 O -1.7822 1.3097 0.7934  S32 1.431
35 N -0.6336 3.4986 0.4671  S32 1.664, C36 1.447, C43 1.445
36 C -1.0444 3.5663 -0.9183  N35 1.447, H37 1.089, C38 1.530, H48 1.101
37 H -1.9045 2.9090 -1.0390  C36 1.089
38 C -1.4074 5.0190 -1.2346  C36 1.530, H39 1.091, O40 1.410, H47 1.099
39 H -1.6337 5.1381 -2.2949  C38 1.091
40 O -0.3257 5.8809 -0.9622  C38 1.410, C41 1.408
41 C 0.0607 5.8030 0.3894  O40 1.408, H42 1.091, C43 1.531, H46 1.099
42 H 0.8972 6.4931 0.5089  C41 1.091
43 C 0.4763 4.3762 0.7588  N35 1.445, C41 1.531, H44 1.090, H45 1.102
44 H 0.6903 4.2917 1.8237  C43 1.090
45 H 1.3671 4.0936 0.1755  C43 1.102
46 H -0.7720 6.1128 1.0369  C41 1.099
47 H -2.2795 5.3118 -0.6328  C38 1.099
48 H -0.2333 3.2382 -1.5865  C36 1.101
49 H 2.2668 1.8613 1.6333  C28 1.078
50 H 4.1300 0.7563 0.3883  C27 1.079
51 H 3.6302 -0.6080 -1.5917  C26 1.079
52 H 1.9931 -1.7901 -2.7368  N24 1.014
53 H 0.8101 -3.2585 -3.8948  C20 1.087
54 H 2.7761 -1.8890 2.1890  C3 1.077
55 H 0.5146 -1.0338 4.6895  C1 1.089
56 H 0.6966 0.4369 3.7269  C1 1.090
57 H 2.1014 -0.5991 4.0434  C1 1.087

Results
- 2S+1: 1
- Lowest unoccupied orbital energy: 0.203 eV
- SMILES string: Cc1cc2nnc(SCC(=O)Nc3cccc(S(=O)(=O)N4CCOCC4)c3)n2c2ccccc12
- ΔE to the lowest compared entry with this formula, charge and spin: 22.64 kcal per mole
- Total energy: -2261.3902 Eh


Below is a cluster of 4 separate species, C25H45N4O3 in total at a distorted geometry, with properties calculated with ωB97M-V with the def2-TZVPD basis set.

Last columns: bonded neighbours and bond lengths (Å).
Element x y z (Å)
1 C -0.0181 -1.6457 2.3494  C2 1.506, H18 1.088, H19 1.086, H20 1.086
2 C 0.2962 -2.1425 0.9632  C1 1.506, O3 1.175, O4 1.372
3 O 1.3384 -2.6520 0.7735  C2 1.175
4 O -0.5959 -1.9959 -0.0686  C2 1.372, C5 1.450
5 C -0.6252 -0.5929 -0.4336  O4 1.450, C6 1.524, H21 1.093, H22 1.095
6 C -1.6039 -0.3114 -1.5680  C5 1.524, C7 1.560, H23 1.090, H24 1.088
7 C -2.8693 0.5234 -1.1989  C6 1.560, C8 1.563, C17 1.549, H25 1.087
8 C -3.9558 -0.4359 -0.6148  C7 1.563, C9 1.551, H26 1.089, H27 1.087
9 C -4.4954 -0.1301 0.8072  C8 1.551, C10 1.555, C11 1.544, N12 1.470
10 C -5.9746 -0.6090 0.8234  C9 1.555, H28 1.083, H29 1.090, H30 1.086
11 C -3.7564 -1.0197 1.8305  C9 1.544, H31 1.089, H32 1.085, H33 1.092
12 N -4.5125 1.2985 1.1546  C9 1.470, O13 1.283, C14 1.479
13 O -5.5135 1.9298 0.6588  N12 1.283
14 C -3.2278 2.0113 0.9857  N12 1.479, C15 1.550, C16 1.540, C17 1.552
15 C -3.5464 3.5252 1.0766  C14 1.550, H34 1.095, H35 1.083, H36 1.088
16 C -2.2428 1.7724 2.1447  C14 1.540, H37 1.090, H38 1.089, H39 1.087
17 C -2.5234 1.7917 -0.3794  C7 1.549, C14 1.552, H40 1.086, H41 1.087
18 H 0.5812 -0.7776 2.6147  C1 1.088
19 H 0.2648 -2.4332 3.0421  C1 1.086
20 H -1.0628 -1.4035 2.5205  C1 1.086
21 H -0.7792 0.0049 0.4681  C5 1.093
22 H 0.3747 -0.3347 -0.7962  C5 1.095
23 H -1.9501 -1.2684 -1.9597  C6 1.090
24 H -1.1030 0.1753 -2.4018  C6 1.088
25 H -3.2510 0.8588 -2.1600  C7 1.087
26 H -4.8133 -0.4127 -1.2860  C8 1.089
27 H -3.6219 -1.4700 -0.6030  C8 1.087
28 H -6.5087 -0.2793 -0.0597  C10 1.083
29 H -5.9453 -1.6987 0.8053  C10 1.090
30 H -6.4742 -0.3025 1.7378  C10 1.086
31 H -2.7726 -1.3011 1.4584  C11 1.089
32 H -4.2789 -1.9528 2.0133  C11 1.085
33 H -3.6071 -0.4945 2.7758  C11 1.092
34 H -2.5743 4.0216 1.1572  C15 1.095
35 H -4.0104 3.9039 0.1739  C15 1.083
36 H -4.0907 3.7627 1.9878  C15 1.088
37 H -1.3794 2.4113 1.9603  C16 1.090
38 H -2.6664 2.0843 3.0985  C16 1.089
39 H -1.8807 0.7482 2.1935  C16 1.087
40 H -1.4530 1.8405 -0.2020  C17 1.086
41 H -2.7450 2.6610 -0.9940  C17 1.087
42 C 0.6470 -7.5732 -1.3089  C43 1.525, H47 1.091, H48 1.091, H49 1.092
43 C 1.1071 -6.1843 -0.8780  C42 1.525, C44 1.531, H50 1.092, H51 1.092
44 C -0.0197 -5.1476 -0.8983  C43 1.531, C45 1.470, H52 1.086, H53 1.092
45 C -0.5598 -5.0114 -2.2591  C44 1.470, N46 1.144
46 N -0.9713 -4.9047 -3.3216  C45 1.144
47 H 0.2881 -7.5735 -2.3393  C42 1.091
48 H 1.4723 -8.2839 -1.2509  C42 1.091
49 H -0.1578 -7.9369 -0.6662  C42 1.092
50 H 1.9166 -5.8560 -1.5331  C43 1.092
51 H 1.5147 -6.2390 0.1333  C43 1.092
52 H 0.3384 -4.1766 -0.5703  C44 1.086
53 H -0.8266 -5.4431 -0.2244  C44 1.092
54 C 2.5145 2.4787 2.8682  C55 1.525, H59 1.092, H60 1.090, H61 1.092
55 C 3.0637 1.3907 1.9520  C54 1.525, C56 1.532, H62 1.093, H63 1.091
56 C 3.1604 1.8355 0.4897  C55 1.532, C57 1.470, H64 1.091, H65 1.091
57 C 1.8318 2.1920 -0.0289  C56 1.470, N58 1.145
58 N 0.7928 2.4700 -0.4206  C57 1.145
59 H 1.4944 2.7559 2.5947  C54 1.092
60 H 2.4916 2.1307 3.9013  C54 1.090
61 H 3.1355 3.3755 2.8274  C54 1.092
62 H 2.4271 0.5049 2.0235  C55 1.093
63 H 4.0577 1.0996 2.2949  C55 1.091
64 H 3.5703 1.0315 -0.1226  C56 1.091
65 H 3.8192 2.6998 0.3958  C56 1.091
66 C 5.0317 4.2934 -2.9159  C67 1.525, H71 1.091, H72 1.090, H73 1.092
67 C 6.3931 3.6738 -3.2130  C66 1.525, C68 1.532, H74 1.092, H75 1.091
68 C 6.6466 2.3865 -2.4218  C67 1.532, C69 1.471, H76 1.090, H77 1.091
69 C 6.6115 2.6515 -0.9757  C68 1.471, N70 1.144
70 N 6.5845 2.8708 0.1471  C69 1.144
71 H 4.9472 4.5898 -1.8689  C66 1.091
72 H 4.8801 5.1877 -3.5201  C66 1.090
73 H 4.2236 3.5935 -3.1403  C66 1.092
74 H 7.1758 4.4011 -2.9883  C67 1.092
75 H 6.4611 3.4491 -4.2789  C67 1.091
76 H 7.6217 1.9697 -2.6740  C68 1.090
77 H 5.8891 1.6375 -2.6581  C68 1.091

Results
- 2S+1: 2
- Lowest unoccupied orbital energy (spin up / spin down): 0.446 / 0.435 eV
- Total energy: -1424.2159 Eh


Which formula does entry 3 have?
C25H45N4O3


Number 2 is which compound?
C23H23N5O4S2


Which value of 2S+1 does entry 3 give?
2